1.
86
Properties=species:S:1:pos:R:3:forces:R:3:lowdin_charge:R:1 method="wB97M-V/def2-TZVPD" multiplicity=1 lumo_energy_ev=0.07 homo_ev=-4.570 largest_force_ev_per_a=2.2 energy_ha=-2952.57294 gap_ev=4.6 total_charge=-1
N -4.515115 -0.754010 2.799655 -0.5 -0.5 0.1 0.048
C -3.724529 0.101330 2.302077 1.2 0.9 -0.5 -0.364
C -4.104423 1.204810 1.359848 0.0 -1.1 -0.3 -0.291
P -4.945882 2.737955 2.185041 0.6 -0.6 0.0 0.569
C -3.499500 3.196913 3.353206 0.3 -0.4 -0.2 -0.272
C -2.756160 4.497654 2.958084 0.2 -0.7 0.7 -0.136
C -3.220999 5.772413 3.669604 1.7 -0.6 -1.3 -0.636
F -3.801310 5.595409 4.843209 -0.7 0.1 0.2 0.147
F -2.113574 6.546073 3.939354 0.0 0.2 0.1 0.060
F -3.962923 6.518900 2.846339 -0.7 0.3 0.4 0.125
O -5.811168 4.073648 2.926232 -0.9 -0.4 -1.0 -0.317
C -7.155346 3.665783 2.984517 -0.6 -0.1 1.3 -0.251
C -7.566887 2.882667 1.696645 0.5 0.0 -1.0 -0.359
C -8.335785 3.665855 0.592289 0.1 0.5 0.4 -0.122
C -9.264157 4.799582 1.114352 -1.6 0.9 -1.2 -0.155
C -10.313993 4.384178 2.111557 0.3 1.1 -0.4 -0.229
F -11.146779 3.328477 1.851194 1.4 -1.6 0.6 0.032
C -10.555626 5.057224 3.306441 -0.2 -0.8 -0.8 -0.260
F -11.463198 6.030247 3.419735 1.7 1.4 0.2 0.133
F -9.922847 4.836467 4.432034 -1.6 -0.7 1.2 0.159
O -6.341132 2.451132 1.140922 -0.6 0.4 0.1 -0.332
H -3.971363 -1.370203 3.404677 -0.2 0.0 0.1 0.018
H -2.654664 0.043809 2.597117 -0.2 0.3 -0.2 0.089
H -3.271953 1.534402 0.711612 0.0 -0.1 0.6 0.066
H -4.852472 0.782292 0.670994 0.0 0.3 0.3 0.069
H -5.533811 1.817844 3.127497 0.1 0.2 0.3 0.054
H -4.382738 3.520402 1.110547 -0.2 0.4 0.2 0.036
H -3.929912 3.228969 4.364041 0.2 0.3 -0.3 0.074
H -2.730091 2.402550 3.399842 -0.4 0.2 -0.2 0.062
H -2.772534 4.678528 1.872860 -0.3 0.0 0.3 0.103
H -1.692764 4.347309 3.203465 -0.3 0.4 0.1 0.108
H -7.275873 2.994980 3.862231 0.0 -0.1 -0.4 0.106
H -7.795292 4.513162 3.281367 0.2 -0.1 -0.7 0.090
H -8.183300 1.975572 1.842270 0.1 0.4 0.9 0.138
H -7.582379 4.140325 -0.059382 -0.3 -0.1 0.3 0.119
H -8.936928 2.999987 -0.045524 0.3 0.0 0.3 0.108
H -8.630281 5.586546 1.541803 -0.3 -0.2 0.1 0.118
H -9.786433 5.241448 0.245516 0.5 0.0 -0.2 0.100
C 0.870958 -4.275816 -1.828021 0.0 0.1 0.0 -0.057
C -0.206549 -3.450562 -1.519131 0.1 0.0 0.0 -0.051
C -0.077511 -2.472636 -0.546747 -0.2 0.0 -0.1 0.008
C 1.126694 -2.323144 0.129794 0.1 -0.2 -0.1 -0.079
C 2.200694 -3.166746 -0.162730 -0.1 0.1 0.0 -0.082
C 2.071195 -4.135492 -1.151810 0.0 -0.1 -0.1 -0.001
C 3.478780 -3.051727 0.585346 0.2 -0.2 -0.1 -0.263
O 4.415731 -3.783924 0.327817 0.0 0.0 0.1 0.080
C 3.587986 -2.030114 1.660129 -0.1 0.1 0.0 -0.080
C 4.756311 -1.945026 2.409048 0.1 0.1 0.1 -0.007
C 4.873071 -0.988698 3.403563 -0.1 0.0 0.0 -0.062
C 3.825921 -0.105597 3.649548 0.0 -0.1 0.0 -0.056
C 2.657873 -0.189279 2.910427 0.0 0.1 0.2 0.005
C 2.531207 -1.156365 1.920940 0.2 -0.1 0.0 -0.077
C 1.258023 -1.258069 1.158053 -0.4 0.2 0.0 -0.278
O 0.344900 -0.492988 1.373407 0.0 0.0 0.0 0.119
H 0.770541 -5.033336 -2.594891 0.0 0.0 0.0 0.107
H -1.147679 -3.570129 -2.040286 0.0 0.0 0.0 0.109
H -0.915020 -1.828386 -0.311691 0.1 0.1 0.1 0.126
H 2.905283 -4.781947 -1.390711 0.1 0.1 0.1 0.116
H 5.573270 -2.628147 2.218311 -0.1 0.0 -0.1 0.112
H 5.781882 -0.927624 3.988965 0.0 0.0 0.0 0.105
H 3.921299 0.646077 4.422684 0.0 0.0 0.0 0.108
H 1.842839 0.495003 3.106076 -0.1 -0.1 -0.1 0.125
C 7.177200 -2.995423 -8.435928 0.0 0.0 0.0 -0.061
C 6.233759 -3.997501 -8.230738 0.0 0.1 0.0 -0.060
C 5.892087 -4.376769 -6.943577 -0.1 -0.1 -0.2 -0.003
C 6.500404 -3.764223 -5.854502 0.1 0.1 -0.1 -0.082
C 7.463949 -2.775636 -6.060889 -0.1 -0.1 0.0 -0.082
C 7.791202 -2.386537 -7.354429 0.0 0.0 -0.2 -0.004
C 8.160697 -2.142938 -4.908340 0.3 0.3 0.0 -0.279
O 8.996205 -1.280134 -5.089413 0.0 0.0 0.0 0.102
C 7.819006 -2.594919 -3.535007 -0.1 -0.1 0.0 -0.087
C 8.498342 -2.057076 -2.449636 0.1 0.1 0.2 -0.004
C 8.178837 -2.461724 -1.163501 -0.1 -0.1 -0.1 -0.052
C 7.172278 -3.399458 -0.953905 0.1 0.1 -0.1 -0.054
C 6.494530 -3.943825 -2.034029 0.0 0.0 0.2 0.003
C 6.821423 -3.551235 -3.325987 0.1 0.1 0.0 -0.079
C 6.111412 -4.168207 -4.476379 -0.3 -0.3 0.1 -0.277
O 5.234837 -4.989611 -4.298448 0.0 0.0 0.0 0.103
H 7.436524 -2.693838 -9.442881 0.0 0.0 0.0 0.106
H 5.763645 -4.480878 -9.077732 0.0 0.0 0.0 0.106
H 5.154588 -5.152306 -6.785791 0.0 0.0 0.1 0.120
H 8.528189 -1.611328 -7.515999 0.0 0.0 0.2 0.119
H 9.279177 -1.325181 -2.607893 -0.1 0.0 -0.1 0.119
H 8.713351 -2.044220 -0.319455 0.0 0.0 0.0 0.106
H 6.918695 -3.707927 0.050673 -0.1 0.0 0.0 0.096
H 5.716086 -4.675066 -1.867571 0.0 0.0 -0.1 0.112


2.
20
Properties=species:S:1:pos:R:3:forces:R:3:lowdin_charge:R:1 method="wB97M-V/def2-TZVPD" multiplicity=1 lumo_energy_ev=-6.51 homo_ev=-17.746 largest_force_ev_per_a=2.1 energy_ha=-323.85335 gap_ev=11.2 total_charge=+2
N -0.507122 -0.791262 1.417467 -0.4 -0.6 -0.5 0.084
C -0.451989 -0.505471 0.012406 0.2 -0.3 1.4 -0.281
C -0.591371 -1.564879 -0.784366 0.3 2.0 -0.5 -0.023
N -0.597302 -2.887889 -0.222159 -0.3 -1.6 -0.1 0.210
C -0.321537 0.952293 -0.382696 -0.7 0.1 0.1 -0.110
C 1.054943 1.495855 -0.014984 0.3 -0.5 -0.4 -0.125
N 1.214594 2.988905 -0.163638 0.3 -0.2 -0.5 0.219
H 0.150873 -0.379602 2.048673 0.4 0.4 0.1 0.094
H -1.447601 -0.664886 1.771112 0.0 0.0 0.2 0.123
H -0.739268 -1.409798 -1.843960 0.2 -0.7 -0.1 0.146
H -0.534394 -2.856520 0.809478 -0.1 0.5 -0.1 0.167
H 0.169285 -3.505908 -0.528833 0.1 0.5 -0.2 0.195
H -1.438344 -3.417788 -0.494765 0.0 0.2 0.2 0.194
H -1.097818 1.484882 0.175523 0.0 0.0 0.0 0.138
H -0.548582 1.107202 -1.438542 0.2 -0.1 -0.1 0.135
H 1.769242 1.050779 -0.710044 0.2 0.2 0.1 0.148
H 1.395804 1.254186 0.988292 -0.2 0.0 0.1 0.136
H 0.872408 3.304946 -1.068998 -0.3 0.2 -0.2 0.180
H 0.813827 3.580113 0.565027 -0.3 -0.1 0.2 0.187
H 2.214842 3.181658 -0.196106 0.2 0.2 0.2 0.181


3.
15
Properties=species:S:1:pos:R:3:forces:R:3:lowdin_charge:R:1 method="wB97M-V/def2-TZVPD" multiplicity=1 smiles="OC1=CC1.CC=O" lumo_energy_ev=0.96 homo_ev=-8.920 largest_force_ev_per_a=0.6 energy_ha=-345.67621 gap_ev=9.9
O -0.268052 -1.788129 0.987012 -0.1 0.1 0.0 0.096
C -0.979333 -0.728440 0.639172 -0.2 0.5 -0.1 -0.385
C -1.331584 0.520392 0.767455 0.0 -0.5 0.2 -0.005
C -1.933747 -0.262842 -0.393357 -0.2 -0.2 -0.2 -0.076
H 0.489278 -1.480991 1.528380 -0.1 0.0 -0.1 0.102
H -1.324843 1.461746 1.299087 0.0 -0.3 -0.2 0.104
H -2.965612 -0.616263 -0.322515 0.1 0.1 -0.1 0.080
H -1.613969 -0.062746 -1.430536 0.0 -0.1 0.4 0.077
C 1.478816 0.230436 -1.071621 0.0 0.0 -0.1 -0.037
C 1.316777 0.605849 0.372796 0.3 -0.3 0.4 -0.333
O 1.726001 -0.087544 1.288819 0.0 0.5 -0.3 -0.002
H 1.557087 -0.850105 -1.245133 0.0 0.3 0.3 0.096
H 0.665872 0.639228 -1.675939 0.2 0.1 0.0 0.075
H 2.427865 0.689991 -1.372328 -0.1 0.0 -0.2 0.091
H 0.855417 1.595658 0.579912 0.4 -0.2 -0.1 0.117